Entry 1:
{"formula": "C4H8O", "method": "the ωB97M-V functional and the def2-TZVPD basis", "e_above_lowest_ev": 1.6037, "smiles": "CC=O.C=C", "gap_ha": 0.4057, "symbols": ["C", "C", "O", "H", "H", "H", "H", "C", "C", "H", "H", "H", "H"], "positions_angstrom": [[0.51048, 0.72602, -3.24275], [1.52721, -0.22614, -2.64799], [1.45061, -0.56779, -1.49421], [0.75693, 1.23133, -4.17515], [0.32899, 1.51609, -2.51390], [-0.39749, 0.13278, -3.34270], [2.31222, -0.63912, -3.31508], [-1.42483, -0.60320, 4.08754], [-1.92419, 0.48766, 3.52178], [-0.94264, -1.41629, 3.56882], [-1.51983, -0.63571, 5.16748], [-1.77178, 0.79821, 2.49019], [-2.41225, 1.28390, 4.06893]], "mulliken_charge": [-0.765, 0.123, -0.461, 0.298, 0.250, 0.235, 0.320, -0.402, -0.475, 0.246, 0.200, 0.230, 0.201]}

Entry 2:
{"formula": "C4H12", "method": "the ωB97M-V functional and the def2-TZVPD basis", "e_above_lowest_ev": 0.6196, "smiles": "CC.CC", "gap_ha": 0.4631, "symbols": ["C", "C", "H", "H", "H", "H", "H", "H", "C", "C", "H", "H", "H", "H", "H", "H"], "positions_angstrom": [[-2.21203, 0.68822, -1.70025], [-1.34212, 0.10078, -0.60679], [-1.99892, 1.73671, -1.90156], [-2.23457, 0.16168, -2.62906], [-3.21341, 0.64935, -1.20789], [-0.59460, 0.71672, -0.10888], [-1.91034, -0.35363, 0.20708], [-0.61460, -0.70417, -1.05628], [2.19681, 0.06216, 0.68633], [1.32466, -0.81585, 1.58593], [2.72077, 0.79121, 1.32017], [2.97988, -0.56350, 0.28733], [1.60855, 0.42115, -0.18340], [1.88581, -1.33703, 2.36527], [0.85101, -1.58845, 0.98582], [0.67198, -0.18819, 2.22383]], "mulliken_charge": [-0.855, -0.665, 0.275, 0.271, 0.226, 0.196, 0.337, 0.200, -0.780, -0.890, 0.260, 0.281, 0.256, 0.374, 0.262, 0.253]}

Entry 3:
{"formula": "CH7N2O", "method": "the ωB97M-V functional and the def2-TZVPD basis", "charge": -1, "e_above_lowest_ev": 1.2421, "gap_ha": 0.2685, "symbols": ["O", "H", "N", "C", "N", "H", "H", "H", "H", "H", "H"], "positions_angstrom": [[0.37875, -1.13329, -2.68477], [0.31060, -0.19347, -2.88292], [-0.67377, -0.14180, 1.77926], [0.50692, 0.41037, 0.89095], [0.34364, 0.50112, -0.46928], [-1.55646, 0.23413, 1.41613], [-0.85001, -1.16872, 1.71098], [0.50497, 1.38199, 1.41417], [1.27835, -0.23336, 1.35326], [-0.11003, -1.00866, -1.78855], [-0.13296, 1.35168, -0.73923]], "mulliken_charge": [-0.794, 0.304, -0.857, -0.612, -0.694, 0.269, 0.231, 0.311, 0.400, 0.394, 0.048]}

Entry 4:
{"formula": "C3H11N2O", "method": "the ωB97M-V functional and the def2-TZVPD basis", "charge": 1, "e_above_lowest_ev": 2.5870, "gap_ha": 0.3360, "symbols": ["C", "C", "C", "N", "N", "H", "H", "H", "H", "H", "H", "H", "H", "H", "H", "H", "O"], "positions_angstrom": [[1.06994, 0.42735, -0.39637], [-0.20765, 0.21124, 0.30023], [-0.77211, 0.85214, 1.43469], [-0.63164, 2.22503, 1.72842], [-0.77856, -1.07063, -0.10981], [0.79717, 0.34246, -1.49861], [1.86877, -0.13818, -0.05332], [1.16875, 1.48417, -0.38804], [-1.47634, 0.37945, 2.13333], [0.05330, 2.82233, 1.25497], [-1.50834, 2.71063, 2.09532], [-1.48648, -0.83910, -0.75979], [-1.32749, -1.50809, 0.62964], [-0.05031, -1.59422, -0.71402], [1.16870, -2.16882, -3.08960], [1.94091, -2.13702, -1.77063], [1.02271, -2.04735, -2.15009]], "mulliken_charge": [-1.214, 0.310, -0.278, -0.453, -0.164, 0.399, 0.266, 0.370, 0.278, 0.228, 0.257, 0.375, 0.369, 0.297, 0.316, 0.329, -0.683]}

Entry 5:
{"formula": "C25H49Li3O13P", "method": "the ωB97M-V functional and the def2-TZVPD basis", "charge": -1, "e_above_lowest_ev": 0.0000, "gap_ha": 0.2137, "symbols": ["Li", "Li", "Li", "P", "O", "O", "O", "O", "O", "C", "O", "O", "H", "C", "C", "C", "O", "C", "H", "H", "H", "H", "H", "H", "H", "H", "C", "C", "C", "O", "C", "H", "H", "H", "H", "H", "H", "H", "H", "C", "C", "C", "O", "C", "H", "H", "H", "H", "H", "H", "H", "H", "C", "C", "C", "O", "C", "H", "H", "H", "H", "H", "H", "H", "H", "C", "C", "C", "O", "C", "H", "H", "H", "H", "H", "H", "H", "H", "C", "C", "C", "O", "C", "H", "H", "H", "H", "H", "H", "H", "H"], "positions_angstrom": [[0.68012, 3.54417, -0.61092], [-1.47977, 2.59958, -2.70971], [1.82044, 3.13896, -3.16747], [0.07852, 4.70231, -2.66042], [1.53263, 4.73775, -2.09047], [-0.82760, 4.31235, -1.43128], [0.01390, 3.46826, -3.64099], [-0.51370, 5.89089, -3.35937], [1.15179, -0.30585, -1.06087], [0.68132, 0.92134, -1.45037], [-0.55897, 1.07773, -1.45933], [1.50938, 1.83080, -1.63585], [0.35111, -0.81215, -0.87787], [3.45969, -1.29897, 1.28243], [3.96507, -2.70858, 1.02016], [5.46301, -2.46675, 0.98564], [5.69901, -1.53514, 2.03539], [4.53153, -0.69792, 2.19521], [2.45194, -1.23774, 1.70461], [3.32244, -0.70293, 0.37486], [3.46832, -3.18046, 0.17400], [3.71190, -3.33418, 1.88454], [5.79337, -2.04560, 0.02643], [6.07146, -3.35135, 1.17646], [4.78631, 0.32970, 1.93125], [4.26350, -0.75302, 3.25294], [0.43692, -0.70676, 3.71234], [0.80946, -1.89213, 4.61117], [0.88524, -3.08068, 3.63207], [0.56102, -2.58924, 2.34046], [-0.21729, -1.41760, 2.53253], [1.29662, -0.16228, 3.32021], [-0.23912, 0.01971, 4.16231], [0.08420, -2.03297, 5.41073], [1.75837, -1.66568, 5.10235], [0.13703, -3.84005, 3.90297], [1.85014, -3.58559, 3.62558], [-1.26437, -1.68366, 2.76090], [-0.26537, -0.85784, 1.59795], [-1.39019, -4.36186, -1.95412], [-0.63978, -3.38262, -1.05818], [0.20908, -4.33016, -0.18728], [0.33620, -5.56424, -0.89229], [-0.37130, -5.47421, -2.12493], [-1.74280, -3.95128, -2.90112], [-2.28413, -4.72049, -1.43262], [-1.30191, -2.76441, -0.44792], [-0.04660, -2.66148, -1.62783], [-0.28326, -4.46910, 0.77531], [1.20494, -3.92413, -0.00755], [-0.78997, -6.42314, -2.45708], [0.36419, -5.17281, -2.88883], [2.93211, 4.80823, 1.35821], [3.51038, 3.48999, 1.92609], [2.37691, 2.46438, 1.59818], [1.23091, 3.23875, 1.21162], [1.45866, 4.59628, 1.60486], [3.14773, 4.90305, 0.29473], [3.27209, 5.69258, 1.89788], [3.65178, 3.54592, 3.00306], [4.40385, 3.21598, 1.37152], [2.09241, 1.83592, 2.44278], [2.67568, 1.87869, 0.72920], [1.27261, 4.67875, 2.68760], [0.76800, 5.25372, 1.07830], [-3.61692, -1.03831, -4.01440], [-4.50336, 0.02799, -4.67277], [-3.80004, 1.37235, -4.40537], [-2.69107, 1.06899, -3.56022], [-2.32479, -0.28152, -3.70077], [-3.46059, -1.85641, -4.71755], [-4.06258, -1.44328, -3.10744], [-5.54705, 0.03887, -4.35167], [-4.59923, -0.10022, -5.75550], [-4.41160, 2.07421, -3.83997], [-3.45005, 1.83794, -5.32804], [-1.89146, -0.61005, -2.75620], [-1.55300, -0.41315, -4.46873], [-2.76782, 0.95853, 0.60684], [-3.82343, 0.57698, 1.62681], [-4.43438, 1.96709, 1.84627], [-4.55955, 2.50524, 0.52288], [-3.52960, 1.93674, -0.29461], [-2.33097, 0.13690, 0.03951], [-1.93713, 1.49604, 1.06893], [-3.44014, 0.13857, 2.54957], [-4.61390, -0.04082, 1.19542], [-3.75445, 2.61897, 2.40644], [-5.42608, 1.94659, 2.29611], [-2.78171, 2.63853, -0.65693], [-4.00620, 1.41252, -1.12877]], "mulliken_charge": [0.900, 0.838, 0.813, 0.828, -0.839, -0.889, -1.018, -0.832, -0.290, 0.266, -0.155, -0.780, -0.127, 1.007, -0.342, -0.607, -0.497, -0.270, -0.747, 0.044, 0.262, 0.085, 0.285, 0.349, 0.101, 0.269, 0.398, -0.832, -0.607, 0.002, -0.321, -0.466, 0.508, 0.269, 0.330, 0.392, 0.320, 0.313, -0.176, -0.484, 0.096, 0.359, -0.473, -0.646, 0.236, 0.268, 0.209, 0.016, 0.093, -0.285, 0.377, 0.285, -0.592, -0.645, 0.394, -0.607, -0.594, 0.237, 0.413, 0.344, 0.318, -0.084, 0.010, 0.293, 0.490, -0.488, -0.802, -0.577, -0.061, 0.105, 0.353, 0.294, 0.276, 0.296, 0.352, 0.357, -0.342, 0.355, 0.672, -0.503, -0.620, -0.484, 0.522, -0.271, -0.178, 0.275, 0.312, 0.283, 0.350, -0.111, -0.175]}

Entry 6:
{"formula": "C3H7N4O2", "method": "the ωB97M-V functional and the def2-TZVPD basis", "multiplicity": 3, "charge": -1, "e_above_lowest_ev": 0.0000, "gap_ha": [0.1906, 0.3024], "symbols": ["C", "C", "C", "N", "N", "N", "N", "O", "O", "H", "H", "H", "H", "H", "H", "H"], "positions_angstrom": [[2.00807, 1.35172, -0.06371], [0.40976, 3.14428, -0.12124], [0.53819, -2.32956, -0.28025], [3.14969, 0.73250, -0.18403], [1.38943, 2.37057, 0.14024], [-0.03097, -0.94766, -0.50454], [3.59422, -0.39708, 0.26410], [4.58499, -0.91449, -0.25702], [3.02055, -1.00224, 1.20693], [0.34217, 3.98187, -0.88980], [-0.20471, 3.25936, 0.71479], [-0.31788, -0.53720, 0.40869], [0.35698, -2.96696, -1.08073], [1.68780, -2.19803, -0.33623], [0.23750, -2.88794, 0.58726], [0.66040, -0.23752, -0.87688]], "mulliken_spin": [0.860, 0.816, -0.003, -0.109, -0.009, 0.074, 0.162, 0.170, 0.094, 0.010, 0.002, -0.048, 0.000, 0.002, 0.005, -0.027]}

- Number 6 is which compound?
  C3H7N4O2

- Which formula does entry 5 have?
  C25H49Li3O13P